# 1
Molecular formula: CH3ClNO2
Method: DFT, ωB97M-V with the def2-TZVPD basis set

XYZ file:
```
8
Properties=species:S:1:pos:R:3
Cl -4.4895 -1.9709 0.9724
C 0.2914 -0.0281 0.3217
N 1.0695 0.6706 -0.7597
O 0.4340 1.2380 -1.6956
O 2.3214 0.6997 -0.6403
H 0.8654 -0.0241 1.2483
H 0.1581 -1.0755 0.0509
H -0.6504 0.4902 0.5023
```

## Properties
LUMO level: 2.1 eV
Frontier orbital gap: 5.7 eV
Energy relative to the best compared isomer or geometry (same formula, charge and spin): 11.1 kcal per mole
Net charge: -1

The computed natural (NBO) charges, all in e, follow:
1. Cl -1.000
2. C -0.481
3. N 0.508
4. O -0.370
5. O -0.390
6. H 0.225
7. H 0.252
8. H 0.256

***

# 2
Molecular formula: CH3ClNO2S
Method: DFT, ωB97M-V with the def2-TZVPD basis set

XYZ file:
```
9
Properties=species:S:1:pos:R:3
C 0.8001 1.1785 0.0847
N -1.5070 -0.0122 0.1005
O 0.4486 -1.1808 1.2359
O 0.4814 -1.3099 -1.2329
S 0.1535 -0.5381 -0.0553
Cl 2.5853 0.9024 0.1670
H 0.8822 1.6464 -0.9967
H -2.1585 -0.5848 -0.3885
H -1.6856 -0.1014 1.0851
```

## Properties
LUMO level: 3.6 eV
Frontier orbital gap: 6.7 eV
Energy relative to the best compared isomer or geometry (same formula, charge and spin): 51.9 kcal per mole
SMILES: N[S@@](=O)([O-])=CCl
Net charge: -1

The computed natural (NBO) charges, all in e, follow:
1. C -0.823
2. N -1.051
3. O -1.001
4. O -0.970
5. S 2.150
6. Cl -0.209
7. H 0.162
8. H 0.358
9. H 0.383

***

# 3
Molecular formula: CH3ClNO2S
Method: DFT, ωB97M-V with the def2-TZVPD basis set

XYZ file:
```
9
Properties=species:S:1:pos:R:3
C -1.1049 0.0371 -0.5642
N -0.1817 -0.2848 0.1469
O 1.5591 -0.6732 1.7025
O 1.9311 0.2082 -1.1656
S 1.0795 0.5025 0.9823
Cl -1.5888 0.8459 2.2741
H -1.9586 -0.6276 -0.5645
H -1.3409 0.8306 -1.2326
H 1.6052 -0.8387 -1.5790
```

## Properties
LUMO level: 2.6 eV
Frontier orbital gap: 7.2 eV
Energy relative to the best compared isomer or geometry (same formula, charge and spin): 95.3 kcal per mole
Net charge: -1

The computed natural (NBO) charges, all in e, follow:
1. C 0.032
2. N -0.619
3. O -0.827
4. O -1.044
5. S 1.586
6. Cl -0.840
7. H 0.147
8. H 0.142
9. H 0.423

***

# 4
Molecular formula: CH3ClNO2S
Method: DFT, ωB97M-V with the def2-TZVPD basis set

XYZ file:
```
9
Properties=species:S:1:pos:R:3
C 0.2322 -0.1431 -0.2088
N 1.2264 -0.9307 0.3872
O 3.6474 -1.6672 0.7961
O -0.6884 0.2828 0.8583
S 2.6985 -1.0086 -0.1753
Cl 3.1283 1.3918 -0.7736
H 0.5287 0.7272 -0.7522
H -0.4678 -0.8151 -0.8099
H -0.5811 -0.1391 1.6848
```

## Properties
LUMO level: 3.9 eV
Frontier orbital gap: 8.3 eV
Energy relative to the best compared isomer or geometry (same formula, charge and spin): 14.9 kcal per mole
Net charge: -1

The computed natural (NBO) charges, all in e, follow:
1. C 0.073
2. N -0.877
3. O -0.927
4. O -0.778
5. S 1.434
6. Cl -0.727
7. H 0.199
8. H 0.132
9. H 0.471

***

# 5
Molecular formula: CH3ClO2PS
Method: DFT, ωB97M-V with the def2-TZVPD basis set

XYZ file:
```
9
Properties=species:S:1:pos:R:3
C -0.2876 -0.1717 -0.1774
O -1.7389 1.4743 -3.7282
O 0.5904 0.8632 -2.9429
P -0.8334 1.0824 -2.6849
S -1.5791 0.9856 -0.7788
Cl -1.2801 -2.9213 -0.5590
H -0.6127 -1.1925 -0.3119
H -0.2621 -0.0749 1.0152
H 0.7922 0.1139 -0.4662
```

## Properties
LUMO level: 2.9 eV
Frontier orbital gap: 7.2 eV
Energy relative to the best compared isomer or geometry (same formula, charge and spin): 37.4 kcal per mole
Net charge: -1

The computed natural (NBO) charges, all in e, follow:
1. C -0.776
2. O -1.044
3. O -1.031
4. P 2.053
5. S -0.049
6. Cl -0.892
7. H 0.292
8. H 0.207
9. H 0.241

***

# 6
Molecular formula: CH3ClO2S
Method: DFT, ωB97M-V with the def2-TZVPD basis set

XYZ file:
```
8
Properties=species:S:1:pos:R:3
C -0.9368 -0.2066 0.1978
O -0.6020 -0.2045 -1.1358
O -0.3191 0.6955 0.8937
S 1.9499 0.2059 1.0392
Cl 2.7974 0.2592 -0.7392
H -0.7887 -1.1963 0.5842
H -2.0815 -0.0498 0.2856
H -0.0193 0.4965 -1.1254
```

## Properties
LUMO level (spin up / spin down): -2.8 / -2.8 eV
Frontier orbital gap (spin up / spin down): 7.0 / 7.0 eV
Energy relative to the best compared isomer or geometry (same formula, charge and spin): 92.6 kcal per mole
Net charge: 0

The computed natural (NBO) charges, all in e, follow:
1. C 0.206
2. O -0.709
3. O -0.520
4. S 0.323
5. Cl -0.086
6. H 0.144
7. H 0.178
8. H 0.464

***

# 7
Molecular formula: CH3ClO2S
Method: DFT, ωB97M-V with the def2-TZVPD basis set

XYZ file:
```
8
Properties=species:S:1:pos:R:3
C 0.2210 -0.0214 -0.1944
O 3.1515 0.6906 0.0003
O -0.9016 0.5475 -0.6434
S 2.2132 1.8189 -0.0346
Cl 1.5285 1.9363 -1.9932
H 0.2395 -0.2809 0.8310
H 1.0121 -0.3936 -0.7952
H -0.8464 0.6540 -1.6166
```

## Properties
LUMO level (spin up / spin down): 0.0 / -1.1 eV
Frontier orbital gap (spin up / spin down): 8.5 / 6.7 eV
Energy relative to the best compared isomer or geometry (same formula, charge and spin): 72.1 kcal per mole
Net charge: 0

The computed natural (NBO) charges, all in e, follow:
1. C 0.032
2. O -0.882
3. O -0.629
4. S 0.928
5. Cl -0.313
6. H 0.176
7. H 0.187
8. H 0.501

***

# 8
Molecular formula: CH3ClOS
Method: DFT, ωB97M-V with the def2-TZVPD basis set

XYZ file:
```
7
Properties=species:S:1:pos:R:3
C -0.4666 1.0459 0.6906
O 0.2066 -2.4840 -1.9473
S 1.6396 -2.3880 -1.7772
Cl 0.4948 -0.4748 0.8103
H -0.8105 1.3489 -0.3564
H 0.1311 1.8718 1.1707
H -1.1951 1.0803 1.4092
```

## Properties
LUMO level (spin up / spin down): -1.2 / -1.2 eV
Frontier orbital gap (spin up / spin down): 7.8 / 7.7 eV
Energy relative to the best compared isomer or geometry (same formula, charge and spin): 38.6 kcal per mole
SMILES: CCl.O=S
Net charge: 0

The computed natural (NBO) charges, all in e, follow:
1. C -0.578
2. O -0.700
3. S 0.700
4. Cl -0.074
5. H 0.228
6. H 0.215
7. H 0.210